Below is C8H6O as an isolated structure in a non-equilibrium geometry, with properties calculated with wB97M-V/def2-TZVPD.

Each line ends with the Mulliken charge.
Geometry (Å):
C1 0.6256 2.9417 1.2869  -0.458
C2 1.0616 2.8593 -0.1240  -0.846
C3 -0.3401 0.3562 1.1796  -0.827
C4 0.2805 1.5956 1.2858  0.160
C5 0.6489 1.5260 -0.2195  0.432
C6 0.0411 0.2454 -0.2265  0.299
C7 -0.2955 -0.6764 -1.4812  0.515
C8 -1.4383 -1.6974 -1.3425  -0.988
O1 0.1928 -0.3500 -2.5551  -0.526
H1 0.8364 3.5582 2.1238  0.384
H2 1.6344 3.4420 -0.7011  0.490
H3 -0.9048 -0.2345 1.7842  0.490
H4 -2.3401 -1.1581 -1.6516  0.259
H5 -1.6814 -2.0986 -0.3409  0.326
H6 -1.2845 -2.6432 -2.0064  0.290

Cartesian forces (eV/Å) of the 2 atoms listed first:
1.5 -1.6 -1.0
-1.8 -2.7 3.2

Output
Net charge ... 0
Kohn-Sham gap ... 0.2972 Eh
ΔE to the lowest compared entry with this formula, charge and spin ... 5.565 eV

Below is a 2-piece molecular cluster, C8H6O4 overall in a non-equilibrium geometry, with properties calculated with wB97M-V/def2-TZVPD.

Each line ends with the Mulliken charge.
Geometry (Å):
C1 0.2009 1.1741 1.0806  0.268
C2 -1.2003 0.9905 0.8165  -0.787
C3 -1.4875 -0.0511 -0.1076  1.009
C4 -2.9952 -0.3718 -0.2484  -0.226
C5 -0.6332 -0.8590 -0.7934  -0.695
C6 0.7620 -0.5775 -0.7083  0.225
C7 1.7555 -1.1882 -1.6274  0.013
C8 1.1393 0.4321 0.2863  0.748
H1 1.6870 1.8758 2.2452  0.394
H2 -2.0218 1.7038 1.2275  0.237
H3 -3.7582 0.4304 0.1846  0.209
H4 -0.9345 -1.7239 -1.4221  0.431
H5 2.8120 -0.8031 -1.2932  0.101
H6 3.2776 -0.3286 0.9706  0.401
O1 0.7220 2.0840 1.8718  -0.586
O2 -3.4220 -1.5610 -0.6026  -0.503
O3 1.6840 -1.9687 -2.5568  -0.484
O4 2.4126 0.7423 0.6765  -0.755

Cartesian forces (eV/Å) of the 2 atoms listed first:
-0.9 -1.5 -2.2
1.4 0.8 -0.2

Output
Net charge ... 0
Kohn-Sham gap ... 0.2726 Eh
ΔE to the lowest compared entry with this formula, charge and spin ... 5.122 eV

Below is a 29-piece molecular cluster, C8H75BCl2NO29S overall in a non-equilibrium geometry, with properties calculated with wB97M-V/def2-TZVPD.

Each line ends with the Mulliken charge.
Geometry (Å):
C1 -1.8528 1.0554 -0.4201  -1.572
C2 -0.5808 0.2875 -0.8321  -0.334
B1 0.6392 0.1816 0.2987  0.484
S1 0.5594 1.8690 1.3028  -0.295
C3 2.0481 0.2005 -0.5830  -0.051
C4 3.3654 0.6447 0.0539  0.486
O1 3.5889 2.0522 -0.1163  -0.543
C5 3.6159 0.1938 1.4699  -0.869
N1 5.0381 0.3301 1.8347  -0.537
C6 0.5129 -1.1234 1.2777  -0.334
Cl1 0.9511 -2.6893 0.4151  -0.288
C7 -0.7906 -1.5003 2.0064  0.095
C8 -1.9564 -1.9857 1.1768  -1.809
Cl2 -1.2885 -0.2789 3.2475  -0.073
H1 -2.1710 0.8447 0.5902  0.157
H2 -1.7570 2.1133 -0.6093  0.406
H3 -2.6625 0.7157 -1.0675  0.380
H4 -0.8700 -0.7149 -1.1339  0.287
H5 -0.2309 0.7792 -1.7343  0.326
H6 0.8863 1.5176 2.5528  -0.141
H7 2.2639 -0.7707 -1.0180  -0.713
H8 1.9436 0.8477 -1.4368  0.288
H9 4.1741 0.1796 -0.5232  0.112
H10 4.0776 2.3879 0.6356  0.372
H11 3.3991 -0.8681 1.5044  0.306
H12 2.9633 0.6613 2.1982  0.195
H13 5.2833 1.3053 1.9671  0.391
H14 5.2216 -0.0966 2.7299  0.163
H15 1.2568 -1.0716 2.0625  0.382
H16 -0.5193 -2.3416 2.6230  0.525
H17 -2.4250 -2.8105 1.6886  0.350
H18 -2.7346 -1.2502 1.0464  0.313
H19 -1.6635 -2.3492 0.2063  0.510
O2 1.8011 -0.3626 -3.5323  -0.368
H20 2.4191 -1.0139 -3.8754  0.172
H21 1.9025 0.3797 -4.1361  0.255
O3 0.0399 0.7661 6.5070  -0.618
H22 -0.6848 0.4944 7.0786  0.262
H23 -0.3390 0.7361 5.6097  0.184
O4 -4.7615 -1.1394 2.5724  -0.583
H24 -3.8511 -0.9654 2.8580  0.285
H25 -5.2719 -1.0196 3.3780  0.311
O5 -1.1446 2.4491 4.7607  -0.190
H26 -0.8677 2.8229 3.9098  0.256
H27 -0.6033 2.9272 5.3970  0.181
O6 -1.4188 -4.7999 2.6164  -0.624
H28 -1.0601 -5.3238 1.8920  0.297
H29 -2.2842 -5.1863 2.7900  0.306
O7 3.7436 0.6564 -5.3401  -0.537
H30 3.8061 0.4521 -6.2822  0.314
H31 4.6099 1.0027 -5.1115  0.251
O8 -4.3463 0.2869 4.8864  -0.584
H32 -4.0500 1.1755 4.5874  0.264
H33 -3.6112 -0.0434 5.4120  0.272
O9 -7.7103 -0.4391 1.4684  -0.637
H34 -6.7765 -0.6606 1.5941  0.354
H35 -8.1815 -1.1426 1.9225  0.288
O10 3.1731 0.2184 5.8784  -0.635
H36 3.2523 -0.6695 5.5184  0.304
H37 2.2235 0.3447 5.9876  0.319
O11 2.7638 0.5766 -8.2100  -0.637
H38 1.9444 0.3788 -7.7436  0.326
H39 2.5033 0.5270 -9.1319  0.248
O12 0.5519 -0.7072 -9.3507  -0.518
H40 0.6078 -1.6202 -9.6648  0.290
H41 -0.3872 -0.4966 -9.3811  0.267
O13 4.0462 -2.2406 -2.8519  -0.699
H42 4.8595 -2.1236 -2.3524  0.287
H43 3.3566 -1.9002 -2.2633  0.327
O14 -7.6012 1.8608 -1.0512  -0.639
H44 -7.3624 2.4753 -0.3512  0.317
H45 -8.1335 1.1981 -0.5969  0.307
O15 0.9095 3.4142 7.4120  -0.533
H46 1.5715 3.5504 8.0961  0.249
H47 0.5524 2.5310 7.5872  0.263
O16 -1.0208 -6.0947 5.3726  -0.627
H48 -0.7228 -5.6542 4.5633  0.351
H49 -0.5460 -5.6525 6.0813  0.306
O17 4.4226 -2.1214 -6.0330  -0.635
H50 4.3425 -2.0209 -5.0732  0.334
H51 3.5234 -2.3143 -6.3161  0.308
O18 5.0451 -4.9990 -6.9453  -0.616
H52 5.4038 -4.1182 -6.7723  0.323
H53 5.7985 -5.5365 -7.2032  0.295
O19 1.3551 3.3624 4.3079  -0.407
H54 1.8208 4.1858 4.1376  0.193
H55 1.9250 2.8787 4.9163  0.242
O20 -0.1670 1.7468 -10.3787  -0.622
H56 0.2120 2.6049 -10.1570  0.327
H57 0.5755 1.2245 -10.6949  0.298
O21 -2.9689 0.8131 -9.0267  -0.640
H58 -2.0648 1.0903 -9.2094  0.339
H59 -3.4913 1.2492 -9.7049  0.303
O22 -4.9708 -2.5732 6.2497  -0.595
H60 -4.7596 -2.4397 7.1786  0.307
H61 -4.9425 -1.6890 5.8661  0.304
O23 -0.4059 4.3183 -11.5647  -0.589
H62 -1.3456 4.1243 -11.4944  0.312
H63 -0.3684 5.2356 -11.8520  0.287
O24 -4.3740 -5.6345 7.2746  -0.658
H64 -3.7207 -6.1457 6.7872  0.319
H65 -4.5643 -4.8858 6.6964  0.336
O25 1.4739 -3.2555 -10.7189  -0.660
H66 1.5469 -3.4672 -11.6538  0.316
H67 2.3490 -2.9349 -10.4732  0.329
O26 -3.7837 3.4239 4.1257  -0.605
H68 -2.9061 3.5478 4.5136  0.329
H69 -4.3808 3.6156 4.8546  0.260
O27 -3.1466 3.6280 6.9629  -0.524
H70 -2.2663 3.7735 7.3247  0.257
H71 -3.7446 3.8275 7.6897  0.255
O28 -0.6586 5.3916 5.7733  -0.558
H72 -0.2487 6.2267 5.5336  0.266
H73 -0.0123 4.9495 6.3384  0.293
O29 7.5939 1.1723 0.3133  -0.709
H74 6.7963 0.9410 0.8148  0.428
H75 7.2974 1.1500 -0.6008  0.309

Cartesian forces (eV/Å) of the 2 atoms listed first:
-0.2 -1.0 -0.8
-0.1 0.3 1.0

Output
Net charge ... -1
Kohn-Sham gap ... 0.2025 Eh

Below is a 2-piece molecular cluster, C8H7Cl2F2OP overall in a non-equilibrium geometry, with properties calculated with wB97M-V/def2-TZVPD.

Each line ends with the Mulliken charge.
Geometry (Å):
C1 2.4314 -0.8907 -0.8626  -0.347
C2 1.9267 -1.4367 0.2903  -0.581
C3 2.0673 0.3985 -1.1809  -0.374
C4 1.1231 -0.6602 1.0576  -0.460
C5 1.4947 1.2752 -0.3104  -0.518
C6 0.8710 0.7151 0.8065  0.842
C7 -0.1298 1.3659 1.5247  -0.951
C8 -1.8796 0.6233 -0.5010  0.313
O1 -4.2411 -0.2396 0.6571  -0.577
F1 -2.4497 1.6670 -1.1792  -0.245
F2 -0.8744 0.0567 -1.2982  -0.180
P1 -3.0716 -0.6526 -0.0837  0.720
Cl1 -3.6343 -1.7192 -1.7600  -0.228
Cl2 -1.9890 -1.8591 1.1743  -0.192
H1 2.8770 -1.5712 -1.6180  0.320
H2 2.0967 -2.4773 0.4292  0.394
H3 2.3164 0.7436 -2.1383  0.434
H4 0.6198 -1.0161 1.9089  0.628
H5 1.4521 2.1838 -0.7781  0.433
H6 -0.2687 2.4703 1.4732  0.271
H7 -0.7380 1.0232 2.3885  0.296

Cartesian forces (eV/Å) of the 2 atoms listed first:
-0.6 -0.9 -1.4
0.3 -0.2 -0.2

Output
Net charge ... 0
Kohn-Sham gap ... 0.2275 Eh
ΔE to the lowest compared entry with this formula, charge and spin ... 2.300 eV

Below is C8H7Cl2FeN3O4Tm as an isolated structure in a non-equilibrium geometry, with properties calculated with wB97M-V/def2-TZVPD.

Each line ends with the Mulliken charge.
Geometry (Å):
Tm1 6.0357 0.8089 -0.5248  1.893
Fe1 0.1824 0.9736 1.2000  -0.047
Cl1 5.2142 -1.0455 -1.7279  -0.224
Cl2 2.2590 1.1733 0.5400  0.064
C1 -0.9799 0.5935 2.9027  0.539
C2 8.1548 0.1133 -1.3307  -0.002
C3 8.0201 2.0051 0.2797  0.126
O1 -1.0145 0.4885 4.0684  -0.100
O2 9.3098 0.0366 -1.4812  0.112
O3 9.1566 2.2338 0.3894  0.044
C4 -4.0164 -2.3751 0.8865  -0.733
N1 -3.3374 -1.2467 0.2523  0.134
C5 -3.8415 -0.7532 -0.9191  0.074
C6 -3.1711 0.2731 -1.5380  -0.682
C7 -2.0595 0.8504 -0.8314  1.103
N2 -1.6465 0.4336 0.3599  -0.458
C8 -2.2361 -0.6734 0.8923  0.592
O4 -1.7789 -1.1553 1.9667  -0.519
N3 -1.4316 1.9363 -1.3191  -0.298
H1 -3.3471 -3.2372 0.9578  0.369
H2 -4.9096 -2.6625 0.3242  0.310
H3 -4.2905 -2.1353 1.9157  0.365
H4 -4.7224 -1.3074 -1.2939  0.429
H5 -3.4207 0.5184 -2.5733  0.402
H6 -1.7011 2.1085 -2.2659  0.319
H7 -0.4274 2.0445 -1.1303  0.190

Cartesian forces (eV/Å) of the 2 atoms listed first:
-2.0 -1.0 -0.6
0.2 0.1 0.2

Output
Net charge ... +4
Kohn-Sham gap (spin up / spin down) ... 0.3020 / 0.2350 Eh
Multiplicity ... 8

Below is a 2-piece molecular cluster, C8H7Cl2N3OS overall in a non-equilibrium geometry, with properties calculated with wB97M-V/def2-TZVPD.

Each line ends with the Mulliken charge.
Geometry (Å):
O1 0.6648 1.0487 2.0953  -0.470
C1 0.2541 -0.0716 2.0176  0.596
Cl1 1.1792 -1.5370 2.6286  -0.264
C2 -1.0544 -0.4439 1.4555  0.092
C3 -1.4104 -1.7176 1.0140  -0.562
C4 -2.5418 -1.8297 0.2182  -0.495
C5 -3.3686 -0.7465 0.0888  0.310
Cl2 -4.8037 -0.6703 -0.8356  -0.162
N1 -3.1117 0.4231 0.7226  -0.540
C6 -1.9966 0.5256 1.4211  0.044
H1 -0.7757 -2.4624 1.1816  0.670
H2 -2.6653 -2.7679 -0.2951  0.407
H3 -1.6847 1.4246 2.0390  0.330
C7 3.5556 0.4169 -2.2741  -0.791
S1 3.0295 0.5143 -0.5386  0.020
N2 1.8376 1.6603 -0.6905  -0.339
C8 0.5491 1.3297 -0.8560  0.430
N3 -0.4492 0.8190 -1.1026  -0.372
H4 4.0462 1.2989 -2.5653  0.285
H5 4.1407 -0.4118 -2.4982  0.348
H6 2.4824 0.5967 -2.6868  0.210
H7 2.1228 2.6007 -0.5392  0.254

Cartesian forces (eV/Å) of the 2 atoms listed first:
0.1 -1.4 0.2
0.0 0.1 0.4

Output
Net charge ... 0
Kohn-Sham gap ... 0.3367 Eh
SMILES ... O=C(Cl)c1ccc(Cl)nc1.CSNC#N
ΔE to the lowest compared entry with this formula, charge and spin ... 0.000 eV

Short version: total energy = -383.4323 -609.2480 -3930.0180 -1845.6800 -4041.9513 -1867.0667 a.u., in the order given.